ORCA calculation (the ωB97M-V functional and the def2-TZVPD basis) on a molecular structure, C22H18Cl3N5O3RuSeSi at a distorted geometry.

Each line ends with the Mulliken spin population.
Cartesian coordinates (Å):
C: 3.28114 0.70669 2.01337  0.00
C: 5.06066 -0.32363 3.28605  0.00
C: 3.80829 1.95551 2.35917  0.00
Si: -0.52611 -2.66449 0.78792  -0.03
C: -0.71453 0.61496 2.86032  0.00
C: -2.51786 3.51654 -3.30373  0.01
C: -1.39546 3.46208 -2.50748  -0.01
Se: 0.79637 -0.91232 -2.29115  0.01
H: 0.65244 3.37726 -0.88915  0.00
N: -2.24031 -4.08656 -4.06630  0.00
N: -1.22680 0.06636 1.78749  -0.01
H: 5.31885 3.05160 3.40654  0.00
Cl: -2.43380 -3.53814 0.59050  0.00
N: 1.57104 1.75130 0.70361  0.00
H: 0.31622 0.89736 2.99564  0.00
C: -1.27148 -4.44064 -3.22347  0.00
Cl: 0.78168 -4.20966 0.21677  0.00
H: -3.89164 0.54408 -2.39951  0.00
H: -3.76610 0.31344 3.85168  0.00
H: -3.08554 -2.50838 -5.07412  0.00
C: -0.35424 -3.55918 -2.67519  0.00
C: 4.93013 2.07412 3.15294  0.00
C: -1.12537 2.37225 -1.66804  -0.02
C: -2.30052 -2.79431 -4.37953  0.00
C: 0.06607 2.45989 -0.84845  0.01
H: 3.30394 2.83242 1.97840  0.00
O: 3.51366 -1.69853 2.20599  0.00
O: -1.92753 0.23147 -0.86022  0.07
H: -1.54381 -0.79853 -4.18241  0.00
C: -1.44012 -1.83016 -3.88026  0.00
C: 2.07045 0.63450 1.16952  0.00
C: -2.85012 0.29994 3.29124  0.00
H: -0.68532 4.28183 -2.51925  0.00
H: 0.41142 -3.91828 -1.99806  0.00
N: 0.44957 1.53251 -0.05264  0.01
N: -1.66469 0.77818 3.80111  0.00
C: -2.03853 1.27713 -1.63718  0.00
Ru: -0.23699 -0.47280 -0.05644  0.92
C: -3.42228 2.45589 -3.25547  -0.01
H: -1.22448 -5.49422 -2.96695  0.00
C: -0.43769 -2.20456 -2.99010  0.00
H: 6.44075 0.99202 4.23806  0.00
C: 5.55704 0.91897 3.61574  0.00
C: -3.19445 1.37104 -2.44078  0.02
C: 3.92189 -0.45136 2.48408  0.01
O: 1.55803 -0.54284 0.94987  0.00
H: -4.31651 2.48051 -3.86756  0.00
H: -3.20218 -0.57454 1.29141  0.00
Cl: -0.22252 -2.75264 2.88264  0.00
H: 5.53261 -1.23289 3.63357  0.00
H: -1.51635 1.16737 4.71399  0.00
H: 2.69020 -1.64078 1.67682  0.00
H: -2.69734 4.36706 -3.94781  0.00
C: -2.56177 -0.13486 2.03679  0.01

Output
Multiplicity = 2
Lowest unoccupied orbital energy (alpha / beta) = 2.36 / 2.04 eV
HOMO-LUMO gap (alpha / beta) = 0.255 / 0.238 hartree
Expectation value of S² = 0.76
HOMO (alpha / beta) = -4.57 / -4.44 eV
Charge = -1
Relative energy (zero: lowest compared OMol25 entry of this formula, charge and spin) = 20.2 kcal per mole



ORCA calculation (the ωB97M-V functional and the def2-TZVPD basis) on 2 unconnected molecules or ions with the total composition C4H12N2O at a distorted geometry.

Each line ends with the Löwdin charge.
Cartesian coordinates (Å):
N: -1.92979 0.81467 -1.19917  0.02
H: -1.66957 -3.55577 -2.10599  0.03
N: 2.02877 -0.89575 0.47157  -0.01
C: 0.85795 1.09816 1.48445  -0.20
H: -0.71617 -0.57447 0.00893  0.10
H: 0.14466 2.01242 -0.46235  0.12
H: 0.81314 2.09851 1.96990  0.11
H: 2.89578 0.59379 1.81797  0.10
H: -2.90617 0.56594 -1.12452  0.07
C: 2.18966 0.44702 1.00175  -0.29
H: 1.62379 -1.57215 1.13871  0.08
H: -2.68237 -2.40851 -2.26872  0.03
H: 0.31517 0.38197 2.11096  0.10
O: -1.90210 -2.68330 -1.78070  -0.06
C: -1.10309 0.44604 -0.12223  -0.25
H: -1.91201 1.82996 -1.21210  0.07
H: 2.67672 1.04860 0.23380  0.10
H: 1.36063 -0.86165 -0.28583  0.05
C: -0.08501 1.21452 0.32357  -0.18

Output
Lowest unoccupied orbital energy = 0.80 eV
HOMO-LUMO gap = 0.318 hartree
HOMO = -7.86 eV
Relative energy (zero: lowest compared OMol25 entry of this formula, charge and spin) = 67.5 kcal per mole



ORCA calculation (the ωB97M-V functional and the def2-TZVPD basis) on a molecular structure, C10H11I2OP at a distorted geometry.

Each line ends with the Löwdin charge.
Cartesian coordinates (Å):
H: 2.04525 -0.58282 1.23628  0.03
I: 4.84941 1.35658 0.38874  0.78
C: -2.66994 -2.24476 0.52601  -0.07
H: -0.39422 0.59362 1.52806  0.08
C: 0.81357 1.03129 -1.33308  -0.21
H: 1.94689 2.33571 -0.24922  0.06
H: 2.63380 2.37212 -1.84216  0.14
C: -0.90611 -0.22194 1.21929  -0.07
H: -2.21819 0.15162 2.68953  0.06
I: 3.36323 -2.53059 0.09738  0.82
C: -1.57135 -1.99831 -0.25310  -0.07
C: 2.20656 -0.80706 0.15616  -0.81
C: 2.16485 1.71618 -1.03289  -0.36
H: 3.71806 0.35966 -1.74642  0.07
H: -3.65618 -1.69259 2.27025  0.08
C: 3.21975 0.72071 -0.80222  -0.74
H: -1.33558 -2.46151 -1.30568  0.15
O: 0.89798 -1.57082 -2.11135  -0.33
C: -2.82996 -1.55760 1.70747  -0.06
H: -0.01661 1.49046 -1.02847  0.03
C: -0.64601 -1.02976 0.14515  -0.28
H: -3.35287 -3.02783 0.22727  0.11
H: 0.81916 1.11516 -2.48369  0.13
C: -2.03244 -0.48832 1.96954  -0.06
P: 0.77508 -0.75816 -0.93464  0.54

Output
Lowest unoccupied orbital energy = 0.38 eV
HOMO-LUMO gap = 0.339 hartree
HOMO = -8.85 eV
Relative energy (zero: lowest compared OMol25 entry of this formula, charge and spin) = 49.0 kcal per mole



ORCA calculation (the ωB97M-V functional and the def2-TZVPD basis) on a molecular structure, C27H34MoN8O5S2.

Each line ends with the Mulliken spin population.
Cartesian coordinates (Å):
H: 1.07886 -0.72368 2.76437  0.00
Mo: -0.55878 -0.42751 -0.50734  2.00
C: 2.08008 2.79302 8.04290  0.00
O: 4.94030 -0.62184 -2.68382  0.00
C: 1.44324 2.13296 0.05509  0.02
H: 3.09969 3.07032 7.76836  0.00
C: -1.92418 -3.45572 -1.08640  0.02
H: -3.81923 0.24341 -0.25751  0.00
N: 0.63402 -0.00591 5.18047  0.00
O: 5.91762 -1.00356 -0.71338  0.00
H: -0.09377 -2.24066 1.39035  0.00
C: 0.82687 -1.89793 6.65698  0.00
H: -2.95096 -0.48535 2.73674  0.00
C: 1.43394 0.42585 7.40040  0.00
C: 0.12861 2.43536 -1.66103  0.02
H: 0.70494 -2.10720 7.71726  0.00
C: -1.82368 2.81588 -4.85467  0.00
C: 4.93849 -0.85759 -1.39497  0.00
N: -0.86997 -2.21527 0.73240  -0.07
C: -2.10620 -2.06800 1.53778  -0.01
C: -0.90968 2.30794 -2.68328  0.00
H: 0.16288 -3.48528 -0.55634  0.00
C: 0.96111 -0.43397 6.39660  0.00
S: -2.16864 -1.75156 -1.67255  0.03
C: 2.30972 -0.82288 -1.09580  0.02
O: 2.34346 -0.32839 -3.39755  0.02
N: 3.56849 -1.16528 0.63270  0.00
H: 1.46375 3.69117 8.00418  0.00
H: -1.67140 -4.09362 -1.93086  0.00
H: 4.41231 -1.29895 1.17783  0.00
C: -0.81001 -3.47062 -0.06297  -0.01
C: 1.82832 3.29251 -0.52997  0.00
N: -1.51912 0.33056 1.36760  -0.05
H: -0.78769 0.79357 1.93472  -0.01
C: -1.99882 -0.75392 2.27935  0.03
H: 1.65866 -2.41414 2.67732  0.00
H: 4.02904 -0.51925 -3.05840  0.00
H: -0.87801 -4.33510 0.60325  0.01
C: 0.75311 1.29687 4.89146  0.00
H: -2.95155 -2.06778 0.85322  0.00
H: -1.97534 2.33973 1.01429  0.00
H: 1.29502 3.12107 5.59992  0.00
H: 2.74022 -1.11132 3.13661  0.00
C: -2.06470 1.58341 -2.41730  0.01
C: 1.67707 -0.54909 -2.40411  0.03
H: 1.82942 1.66634 0.94372  0.00
N: 1.22741 2.14417 5.85739  0.00
O: -2.11185 0.92926 -1.18298  -0.01
H: 2.09134 2.41676 9.06164  0.00
C: 2.29905 -1.16255 1.06067  0.01
N: 0.37914 1.60194 -0.65067  -0.02
N: 1.49368 -0.95079 0.01690  -0.07
S: 0.33988 1.97784 3.39797  0.00
H: -3.96906 0.87169 -3.07958  0.00
H: 1.73499 -2.40428 6.32033  0.00
C: 1.91060 -1.36892 2.48006  0.00
H: -3.24850 1.47504 1.87821  0.00
H: -3.78307 1.99962 -0.57970  0.00
H: 0.99418 4.25219 -2.23141  0.00
H: -2.21076 -2.90509 2.23264  0.01
H: -2.86444 -3.81511 -0.66833  0.00
C: -2.51855 1.39560 1.07148  0.01
C: -3.09657 1.46432 -3.32070  0.00
H: -1.72184 3.28704 -5.82170  0.00
H: -3.76942 2.01641 -5.27524  0.00
C: -3.19832 1.14083 -0.25398  0.00
H: 2.60004 3.99728 -0.28005  0.00
H: -0.01335 -2.30501 6.09913  0.00
C: -2.97351 2.10025 -4.54869  0.00
C: 3.60607 -0.94462 -0.71838  0.01
H: -1.26744 -0.83024 3.09012  -0.01
C: 1.57019 1.75328 7.10498  0.00
C: -0.79542 2.91464 -3.93182  0.00
H: 0.10976 3.44448 -4.19913  0.00
H: 1.68175 0.05531 8.38323  0.00
O: 0.38072 -0.55062 -2.33558  0.00
N: 0.99359 3.46258 -1.60550  0.00

Output
Multiplicity = 3
Lowest unoccupied orbital energy (alpha / beta) = -5.45 / -6.09 eV
HOMO-LUMO gap (alpha / beta) = 0.292 / 0.273 hartree
Expectation value of S² = 2.02
HOMO (alpha / beta) = -13.40 / -13.53 eV
Charge = +2
Relative energy (zero: lowest compared OMol25 entry of this formula, charge and spin) = 26.8 kcal per mole



ORCA calculation (the ωB97M-V functional and the def2-TZVPD basis) on a molecular structure, C9H19ClINO3PTb at a distorted geometry.

Each line ends with the Mulliken spin population.
Cartesian coordinates (Å):
H: 1.79657 1.68849 -5.37957  0.00
O: -1.08115 0.22863 2.77906  0.04
H: 0.65078 -1.56820 5.63579  0.00
H: 0.62716 -1.50576 -5.07763  0.00
C: -0.75372 1.57693 -3.24526  0.00
H: -0.81702 -0.33183 -1.36840  -0.01
H: -0.50498 -2.00308 -1.90238  0.00
C: 0.26238 -1.18012 4.69569  0.00
H: -1.03736 -1.05113 -4.59771  0.00
H: -0.97220 1.05771 6.61109  0.00
H: 2.84472 0.68418 -4.29030  0.00
H: 1.09311 -0.71689 4.16689  0.00
C: 1.57211 -1.00944 1.58063  0.00
Tb: -0.88914 0.48496 0.73704  5.98
H: 2.18910 2.26583 -3.72487  0.00
C: -0.07491 -0.66995 -4.94162  0.00
H: 0.36508 -1.48632 -0.46365  0.00
N: -0.82704 -0.25055 4.97185  0.00
C: -1.45884 0.36390 3.99391  0.00
H: -1.62480 1.02895 -2.84942  0.00
H: -2.32498 -0.08785 6.39170  0.00
I: 1.72402 1.70563 -0.45204  -0.02
H: -1.04733 2.11657 -4.16602  0.00
C: 1.98286 1.37145 -4.33000  0.00
H: -0.19143 -0.14677 -5.88527  0.00
C: -1.23643 0.02553 6.33649  0.00
H: -0.09066 -2.02642 4.10194  0.00
C: -0.01881 -1.13219 -1.43611  0.02
H: -0.73359 -0.67469 7.01033  0.00
C: 1.09161 -0.68071 -2.37950  -0.01
O: 2.25331 -1.06375 -2.41121  0.00
P: 0.56242 0.47709 -3.72505  0.00
O: 2.57126 -1.24304 2.09827  0.00
H: -0.42352 2.31137 -2.49828  0.00
Cl: -3.15638 0.46055 -0.21230  -0.01
H: -2.32222 0.98091 4.22596  0.00

Output
Multiplicity = 7
Lowest unoccupied orbital energy (alpha / beta) = -7.11 / -6.60 eV
HOMO-LUMO gap (alpha / beta) = 0.296 / 0.315 hartree
Expectation value of S² = 12.72
HOMO (alpha / beta) = -15.16 / -15.18 eV
Charge = +2



Repeat the fifth record exactly.
ORCA calculation (the ωB97M-V functional and the def2-TZVPD basis) on a molecular structure, C9H19ClINO3PTb at a distorted geometry.

Each line ends with the Mulliken spin population.
Cartesian coordinates (Å):
H: 1.79657 1.68849 -5.37957  0.00
O: -1.08115 0.22863 2.77906  0.04
H: 0.65078 -1.56820 5.63579  0.00
H: 0.62716 -1.50576 -5.07763  0.00
C: -0.75372 1.57693 -3.24526  0.00
H: -0.81702 -0.33183 -1.36840  -0.01
H: -0.50498 -2.00308 -1.90238  0.00
C: 0.26238 -1.18012 4.69569  0.00
H: -1.03736 -1.05113 -4.59771  0.00
H: -0.97220 1.05771 6.61109  0.00
H: 2.84472 0.68418 -4.29030  0.00
H: 1.09311 -0.71689 4.16689  0.00
C: 1.57211 -1.00944 1.58063  0.00
Tb: -0.88914 0.48496 0.73704  5.98
H: 2.18910 2.26583 -3.72487  0.00
C: -0.07491 -0.66995 -4.94162  0.00
H: 0.36508 -1.48632 -0.46365  0.00
N: -0.82704 -0.25055 4.97185  0.00
C: -1.45884 0.36390 3.99391  0.00
H: -1.62480 1.02895 -2.84942  0.00
H: -2.32498 -0.08785 6.39170  0.00
I: 1.72402 1.70563 -0.45204  -0.02
H: -1.04733 2.11657 -4.16602  0.00
C: 1.98286 1.37145 -4.33000  0.00
H: -0.19143 -0.14677 -5.88527  0.00
C: -1.23643 0.02553 6.33649  0.00
H: -0.09066 -2.02642 4.10194  0.00
C: -0.01881 -1.13219 -1.43611  0.02
H: -0.73359 -0.67469 7.01033  0.00
C: 1.09161 -0.68071 -2.37950  -0.01
O: 2.25331 -1.06375 -2.41121  0.00
P: 0.56242 0.47709 -3.72505  0.00
O: 2.57126 -1.24304 2.09827  0.00
H: -0.42352 2.31137 -2.49828  0.00
Cl: -3.15638 0.46055 -0.21230  -0.01
H: -2.32222 0.98091 4.22596  0.00

Output
Multiplicity = 7
Lowest unoccupied orbital energy (alpha / beta) = -7.11 / -6.60 eV
HOMO-LUMO gap (alpha / beta) = 0.296 / 0.315 hartree
Expectation value of S² = 12.72
HOMO (alpha / beta) = -15.16 / -15.18 eV
Charge = +2